[1]
68
Properties=species:S:1:pos:R:3:mulliken_charge:R:1 method="wB97M-V/def2-TZVPD" de_lowest_kj_mol=0.00 lumo_ev=-4.81 fmax_ev_per_a=3.21 total_charge=+1
C 3.59335 -1.48160 -0.70755 -1.41
C 3.69025 -0.36288 -1.83166 0.29
O 4.66870 -0.84661 -2.79671 -0.58
C 2.31012 -0.18803 -2.57810 -0.21
O 1.72787 1.15534 -2.54969 -0.39
C 1.61509 1.66395 -1.29530 -0.22
C 2.56123 2.71271 -0.89875 0.74
C 3.58071 3.18880 -1.96717 0.00
C 4.22199 4.58162 -1.63949 0.26
O 3.59167 5.49569 -1.25536 -0.40
F 5.57728 4.65718 -1.88227 -0.25
C 2.50868 3.27689 0.46293 -0.36
C 1.47922 2.73494 1.36287 -1.03
C 0.58423 1.73146 0.87436 0.01
N 0.64418 1.21763 -0.42598 0.99
C -0.38400 0.21413 -0.73874 -0.73
O -0.20103 -0.95260 -0.67911 -0.31
C -1.86781 0.67010 -1.11378 0.89
F -2.76127 -0.33542 -0.95819 -0.27
F -2.18110 1.59991 -0.12045 -0.33
C -2.00180 1.44030 -2.48008 0.53
F -3.14002 2.22162 -2.36221 -0.29
F -0.97584 2.32013 -2.72562 -0.24
C -2.21635 0.54334 -3.77938 0.89
F -3.52157 0.56275 -4.16962 -0.25
F -1.52585 1.19350 -4.81813 -0.29
C -1.63258 -0.91104 -3.72017 0.12
O -2.37855 -1.79671 -3.43994 -0.44
O -0.33739 -1.24211 -4.01396 -0.46
H 2.68062 -1.35789 -0.07210 0.06
H 4.47919 -1.31384 -0.04454 0.38
H 3.64391 -2.49287 -1.17870 0.46
H 4.12600 0.57165 -1.40112 0.29
H 5.11035 -0.03640 -3.10515 0.36
H 1.62840 -0.99926 -2.21967 0.25
H 2.50759 -0.41690 -3.66295 0.50
H 2.99466 3.34871 -2.91881 0.40
H 4.38333 2.45710 -2.22036 0.12
H 3.23156 4.05868 0.78200 0.46
H 1.41414 3.11616 2.41035 0.50
H -0.20303 1.35958 1.58330 0.56
H 0.10512 -0.53947 -4.53009 0.39
C -6.05188 1.48336 1.73550 -1.45
C -5.03392 0.70565 2.53647 0.53
C -5.13884 0.89729 4.02272 -0.59
O -3.80001 0.62109 4.45034 -0.33
C -2.98846 0.93324 3.41138 0.62
O -1.79349 0.99479 3.47516 -0.55
O -3.70250 1.17168 2.28326 -0.22
H -5.78911 1.47843 0.67602 0.34
H -7.04858 1.05601 1.85315 0.40
H -6.08316 2.52989 2.04677 0.35
H -5.07372 -0.35363 2.26237 0.26
H -5.84576 0.21223 4.48829 0.32
H -5.38792 1.92141 4.31320 0.32
C -0.56231 -5.32681 2.29162 -1.39
C 0.82885 -4.81867 2.59030 0.51
C 0.87430 -3.40387 3.09476 -0.34
O 2.18646 -2.99185 2.70476 -0.31
C 2.51538 -3.72586 1.60465 0.66
O 3.46336 -3.51718 0.91401 -0.53
O 1.61579 -4.72444 1.39738 -0.35
H -0.51502 -6.26182 1.73112 0.36
H -1.12119 -5.49632 3.21325 0.39
H -1.11754 -4.61730 1.67332 0.28
H 1.33952 -5.50586 3.27243 0.28
H 0.75037 -3.33594 4.17482 0.33
H 0.14806 -2.74572 2.60805 0.14

---

[2]
61
Properties=species:S:1:pos:R:3:mulliken_spin:R:1 method="wB97M-V/def2-TZVPD" multiplicity=4 s2=3.79 de_lowest_kj_mol=24.76 lumo_ev="4.37 / 4.12" fmax_ev_per_a=0.49 total_charge=-2
Pt 1.39913 0.36776 -0.17625 1.05
C -0.00058 6.76578 -1.32528 0.00
C 0.67770 6.19246 -0.09834 0.00
O 1.38887 5.00005 -0.44036 0.01
P 0.80075 3.55831 -0.02561 0.03
S 1.93123 2.29776 -1.17620 0.24
S -1.13352 3.42241 -0.15100 0.02
O 1.32812 3.51295 1.49247 0.01
C 0.92768 2.46958 2.39511 0.00
C 1.16749 2.96380 3.80234 0.00
H -0.39312 7.76404 -1.11427 0.00
H -0.81817 6.11750 -1.63783 0.00
H 0.71842 6.84159 -2.14251 0.00
H -0.05331 5.98042 0.68391 0.00
H 1.41993 6.88710 0.30146 0.00
H 1.52076 1.57913 2.17728 0.00
H -0.12386 2.23146 2.22236 0.00
H 2.22682 3.16831 3.96445 0.00
H 0.85122 2.20227 4.51746 0.00
H 0.60120 3.87779 3.99206 0.00
C -2.86715 -5.92301 1.13372 0.00
C -2.38977 -5.61589 -0.28569 0.01
C -3.47917 -5.83041 -1.33091 0.00
C -4.63554 -4.86763 -1.09914 0.01
C -4.13601 -3.46080 -0.90269 0.00
C -5.03362 -2.37533 -1.08699 0.33
C -4.54333 -1.09506 -0.93557 -0.17
F -5.42114 -0.06156 -1.12462 0.00
C -3.24224 -0.79744 -0.61963 0.28
C -2.32547 -1.87214 -0.41913 0.00
C -0.97079 -1.61391 -0.09394 0.17
O -0.57733 -0.38339 -0.00490 0.25
C -0.10126 -2.74764 0.14961 -0.10
C -0.61345 -3.98921 0.00723 0.11
N -1.90235 -4.25010 -0.37655 0.04
C -2.81736 -3.20535 -0.56851 0.07
C 1.32803 -2.66078 0.65677 0.02
O 1.93363 -3.71681 0.86399 0.01
O 1.81271 -1.49697 0.87188 0.05
H -3.26949 -6.93776 1.20021 0.00
H -3.64382 -5.21812 1.43389 0.00
H -2.03882 -5.82686 1.83665 0.00
H -1.54151 -6.26363 -0.52152 0.00
H -3.81519 -6.87076 -1.29879 0.00
H -3.04530 -5.65121 -2.31819 0.00
H -5.22800 -5.19766 -0.23479 0.00
H -5.31930 -4.89581 -1.95359 0.00
H -6.06864 -2.53774 -1.35852 0.05
H -2.89340 0.22120 -0.52673 0.05
H 0.01498 -4.84641 0.21144 0.03
Se 4.09066 0.09591 0.36687 0.34
C 5.05228 1.57058 -0.35882 0.01
C 5.47764 1.60727 -1.69065 0.02
C 6.22221 2.67727 -2.15145 -0.01
N 6.59178 3.72094 -1.40420 0.03
C 6.17924 3.68881 -0.13503 -0.01
C 5.42867 2.66834 0.42064 0.01
H 5.21775 0.79771 -2.36083 0.00
H 6.54346 2.69916 -3.18990 0.00
H 6.46689 4.53860 0.47953 0.00
H 5.12278 2.72307 1.45763 0.00

---

[3]
57
Properties=species:S:1:pos:R:3:mulliken_spin:R:1 method="wB97M-V/def2-TZVPD" multiplicity=5 s2=6.00 de_lowest_kj_mol=0.00 lumo_ev="2.28 / 2.28" fmax_ev_per_a=4.89 total_charge=-1
Ho -0.13090 -1.57208 -0.54861 4.05
C -2.38815 1.33173 2.37137 0.00
C -1.28720 0.44398 1.86288 -0.01
N -1.06232 0.35379 0.61394 0.00
N -1.79479 1.20436 -0.21822 0.00
C -1.24990 1.57170 -1.36748 0.00
S -0.17383 0.75898 -2.38121 -0.01
S -1.83100 3.05761 -2.20695 0.00
C -0.87891 4.39264 -1.36922 0.00
C 0.58830 4.48743 -1.74713 0.00
C 1.53873 4.90057 -0.75105 0.00
C 2.88148 4.85453 -1.01791 0.00
C 3.35638 4.54775 -2.34738 0.00
C 2.42476 4.24982 -3.32657 0.00
C 1.06048 4.23545 -3.01986 0.00
C -0.43605 -0.29776 2.78838 0.00
C -0.84331 -0.34896 4.17482 0.00
C 0.00954 -0.82578 5.15921 0.00
C 1.20784 -1.50251 4.80598 0.00
C 1.62273 -1.50652 3.49508 0.00
C 0.77841 -0.97047 2.45732 0.00
O 1.17474 -1.19464 1.20851 0.00
H -3.05501 1.40060 1.54376 0.00
H -1.95911 2.31931 2.53461 0.00
H -2.92424 0.88491 3.22795 0.00
H -1.05648 4.37595 -0.26195 0.00
H -1.42393 5.29999 -1.74518 0.00
H 1.15853 5.32035 0.17823 0.00
H 3.63569 5.04543 -0.23774 0.00
H 4.45192 4.51492 -2.47349 0.00
H 2.80221 4.05142 -4.34392 0.00
H 0.37355 3.88894 -3.76888 0.00
H -1.81975 0.13095 4.45932 0.00
H -0.28584 -0.75775 6.21996 0.00
H 1.82181 -1.91558 5.63224 0.00
H 2.48438 -2.04071 3.10185 0.00
C -3.22706 -3.99687 1.72080 0.00
C -2.03767 -3.75555 0.89516 0.00
S -2.41625 -2.85982 -0.62246 -0.01
C -0.81008 -4.26705 1.28290 0.00
C -0.68210 -5.03196 2.55435 0.00
S 0.64095 -4.10154 0.30159 -0.01
H -4.18739 -3.80084 1.24518 0.00
H -3.23253 -3.49186 2.70189 0.00
H -3.22544 -5.07577 2.00442 0.00
H 0.36722 -5.09528 2.83644 0.00
H -1.11577 -6.02592 2.47056 0.00
H -1.24227 -4.51705 3.35940 0.00
C 1.76907 -0.61004 -5.21450 0.00
C 1.18853 -2.04789 -5.10051 0.00
C 0.99673 -2.23660 -3.68446 0.00
N 0.72668 -2.30609 -2.54361 -0.01
H 2.02307 -0.36583 -6.25171 0.00
H 2.67322 -0.31442 -4.60093 0.00
H 0.97131 0.10518 -4.91674 0.00
H 1.83927 -2.82704 -5.57442 0.00
H 0.20975 -2.06811 -5.56604 0.00